A structure of composition C64H56N2O3P2Pd at a distorted geometry, computed with ωB97M-V/def2-TZVPD.

The calculation puts the total energy at -98445.6505 eV. For the energy above the lowest of the compared OMol25 structures with the same formula, charge and spin, the calculation gives 35.48 kJ/mol. As for the highest occupied orbital energy: -12.7 eV. As for the net charge: +2.

Each line ends with the Löwdin charge.
Positions of all 128 atoms, in Å:
Pd: 0.2237 -0.2446 0.5728  1.013
O: 0.3332 1.6394 1.0590  -0.284
C: 1.4987 2.1312 1.7019  -0.419
C: 2.6939 1.2045 1.4082  -0.069
C: 2.8278 0.9087 -0.0469  -0.213
C: 3.9117 1.3395 -0.7934  0.020
C: 3.9577 1.0722 -2.1502  0.004
C: 2.8919 0.4199 -2.7409  0.011
C: 1.8188 0.0262 -1.9603  -0.223
C: 0.5873 -0.5581 -2.5984  -0.038
C: -0.6124 0.4253 -2.7249  -0.298
O: -1.2337 0.6678 -1.4190  -0.244
C: -0.0315 1.7803 -3.1354  -0.175
C: 0.3104 1.9890 -4.4716  -0.029
C: 1.0094 3.1269 -4.8450  -0.053
C: 1.3791 4.0649 -3.8878  -0.053
C: 1.0433 3.8584 -2.5589  -0.032
C: 0.3434 2.7198 -2.1800  -0.028
C: -1.7245 -0.0922 -3.6203  -0.186
C: -2.6621 0.8023 -4.1397  -0.054
C: -3.7024 0.3526 -4.9357  -0.042
C: -3.8159 -0.9997 -5.2353  -0.072
C: -2.8942 -1.8975 -4.7215  -0.049
C: -1.8556 -1.4460 -3.9154  -0.028
N: 1.8340 0.2125 -0.6271  0.080
C: 1.2906 2.2070 3.2277  -0.133
C: 0.0080 2.3669 3.7421  -0.039
C: -0.2067 2.4691 5.1096  -0.064
C: 0.8640 2.4249 5.9897  -0.074
C: 2.1501 2.2992 5.4864  -0.062
C: 2.3611 2.1969 4.1181  -0.024
C: 1.7142 3.5551 1.1848  -0.133
C: 2.9712 4.1182 1.0108  -0.023
C: 3.1043 5.4485 0.6280  -0.061
C: 1.9801 6.2320 0.4257  -0.079
C: 0.7187 5.6758 0.6029  -0.070
C: 0.5879 4.3498 0.9778  -0.030
H: 2.5109 0.2772 1.9465  0.102
H: 3.6247 1.6200 1.7864  0.111
H: 4.7092 1.8813 -0.3053  0.124
H: 4.8018 1.3941 -2.7455  0.128
H: 2.8651 0.2476 -3.8073  0.130
H: 0.3285 -1.4826 -2.1023  0.079
H: 0.8377 -0.8182 -3.6271  0.142
H: 0.0336 1.2649 -5.2278  0.128
H: 1.2620 3.2818 -5.8857  0.114
H: 1.9235 4.9532 -4.1798  0.113
H: 1.3307 4.5796 -1.7997  0.095
H: 0.1167 2.5620 -1.1326  0.090
H: -2.5707 1.8596 -3.9263  0.131
H: -4.4200 1.0582 -5.3324  0.126
H: -4.6183 -1.3480 -5.8722  0.114
H: -2.9706 -2.9503 -4.9589  0.116
H: -1.1382 -2.1681 -3.5442  0.106
H: -0.8252 2.4584 3.0615  0.087
H: -1.2136 2.6013 5.4874  0.108
H: 0.7013 2.5078 7.0559  0.110
H: 2.9970 2.2904 6.1600  0.111
H: 3.3810 2.1274 3.7594  0.111
H: 3.8699 3.5401 1.1876  0.102
H: 4.0916 5.8726 0.4999  0.111
H: 2.0841 7.2701 0.1396  0.111
H: -0.1663 6.2819 0.4530  0.107
H: -0.3965 3.9206 1.1178  0.099
O: 1.5672 -1.7841 2.4418  -0.087
C: 1.4816 -3.1352 2.0548  -0.177
C: 0.4444 -3.3738 0.9853  -0.214
C: 0.0475 -4.7038 0.8307  0.003
C: -0.8465 -5.0593 -0.1521  -0.012
C: -1.3663 -4.0509 -0.9543  -0.026
C: -0.9497 -2.7628 -0.7287  -0.164
N: -0.0340 -2.4021 0.1956  0.054
H: 2.3366 -1.6842 3.0146  0.111
H: 1.2083 -3.7622 2.9090  0.135
H: 2.4393 -3.5051 1.6713  0.145
H: 0.4610 -5.4488 1.4980  0.132
H: -1.1471 -6.0904 -0.2806  0.127
H: -2.0893 -4.2512 -1.7326  0.121
H: -1.3771 -1.9653 -1.3210  0.075
C: -3.8608 -0.0414 -1.4064  -0.391
P: -2.4417 0.4793 -0.4284  0.952
C: -2.6957 2.1322 0.1830  -0.292
C: -2.5962 3.1670 -0.7499  -0.066
C: -2.8978 4.4646 -0.3780  -0.046
C: -3.2986 4.7364 0.9242  -0.044
C: -3.4033 3.7099 1.8515  -0.050
C: -3.1096 2.4053 1.4839  -0.088
C: -2.3343 -0.6435 1.0186  -0.282
C: -1.5136 -0.3726 2.1381  -0.167
C: -1.5236 -1.2177 3.2454  -0.032
C: -2.3396 -2.3303 3.2628  -0.023
C: -3.1411 -2.6131 2.1598  -0.026
C: -3.1305 -1.7949 1.0456  -0.088
P: -5.5479 0.6610 -0.9353  1.087
C: -6.5017 -0.0459 -2.3215  -0.397
C: -6.1256 -1.1275 -3.1174  -0.130
C: -6.9734 -1.5999 -4.1088  -0.080
C: -8.2073 -0.9994 -4.3144  -0.061
C: -8.5880 0.0831 -3.5339  -0.062
C: -7.7355 0.5632 -2.5514  -0.098
C: -6.0322 -0.4368 0.4597  -0.389
C: -6.4122 -1.7710 0.3008  -0.096
C: -6.7391 -2.5458 1.4027  -0.075
C: -6.6913 -1.9993 2.6802  -0.076
C: -6.3350 -0.6704 2.8491  -0.070
C: -6.0165 0.1073 1.7423  -0.111
H: -3.8852 -1.1252 -1.5080  0.052
H: -3.6675 0.3664 -2.4070  0.034
H: -2.2771 2.9615 -1.7635  0.100
H: -2.8204 5.2634 -1.1033  0.121
H: -3.5330 5.7517 1.2161  0.120
H: -3.7172 3.9239 2.8649  0.119
H: -3.2213 1.6117 2.2085  0.103
H: -0.9476 0.5526 2.2201  0.066
H: -0.8946 -0.9702 4.0908  0.126
H: -2.3708 -2.9742 4.1320  0.123
H: -3.7957 -3.4744 2.1734  0.122
H: -3.7738 -2.0552 0.2238  0.089
H: -5.1673 -1.6177 -2.9781  0.081
H: -6.6722 -2.4418 -4.7185  0.108
H: -8.8688 -1.3712 -5.0853  0.113
H: -9.5452 0.5602 -3.6957  0.113
H: -8.0319 1.4182 -1.9544  0.103
H: -6.4803 -2.2012 -0.6906  0.102
H: -7.0539 -3.5728 1.2650  0.112
H: -6.9605 -2.6022 3.5379  0.112
H: -6.3310 -0.2310 3.8385  0.111
H: -5.7794 1.1556 1.8706  0.090